Record 1
16
Properties=species:S:1:pos:R:3:lowdin_charge:R:1 method="wB97M-V/def2-TZVPD" e_homo_ha="-0.2696 / -0.2697" e_tot_ha=-234.42542 total_charge=0 de_lowest_kcal_mol=111.13
C 2.665 0.184 0.678 -0.089
C 1.763 -0.640 -0.197 -0.154
C 0.428 -0.849 0.114 -0.247
C -0.610 -0.833 0.895 -0.013
C -1.918 -0.136 0.765 -0.298
C -2.217 0.615 -0.543 -0.125
H 2.283 1.192 0.876 0.082
H 2.722 -0.322 1.653 0.089
H 3.674 0.272 0.267 0.069
H 0.405 -0.422 -0.981 0.176
H 2.177 -1.093 -1.098 0.100
H -1.975 0.564 1.613 0.109
H -2.704 -0.873 0.968 0.094
H -2.144 -0.060 -1.405 0.069
H -3.229 1.039 -0.543 0.066
H -1.511 1.439 -0.703 0.070

Record 2
16
Properties=species:S:1:pos:R:3:lowdin_charge:R:1 method="wB97M-V/def2-TZVPD" e_homo_ha=-0.3505 e_tot_ha=-234.55993 total_charge=0 smiles=C1C[C@@H]2C[C@@H]2C1 de_lowest_kcal_mol=26.72
C 0.537 -0.272 1.506 -0.090
C -0.646 -0.749 0.714 -0.248
C -1.369 0.337 -0.070 -0.159
C -0.266 1.055 -0.937 -0.142
C 1.019 0.095 -0.960 -0.154
C 0.739 -0.883 0.144 -0.293
H 0.690 0.797 1.661 0.112
H 0.852 -0.896 2.337 0.098
H -1.221 -1.595 1.081 0.129
H -2.161 -0.123 -0.681 0.104
H -1.897 1.049 0.588 0.107
H -0.085 2.056 -0.541 0.091
H -0.690 1.208 -1.943 0.096
H 2.130 0.229 -0.736 0.129
H 1.110 -0.330 -1.963 0.090
H 1.408 -1.732 0.082 0.131

Record 3
16
Properties=species:S:1:pos:R:3:lowdin_charge:R:1 method="wB97M-V/def2-TZVPD" e_homo_ha=-0.3434 e_tot_ha=-234.55636 total_charge=0 smiles=CCC#CCC de_lowest_kcal_mol=28.96
C 2.640 0.364 0.100 -0.116
C 1.969 -0.990 -0.159 -0.269
C 0.513 -0.856 -0.041 -0.049
C -0.670 -0.660 0.093 -0.044
C -2.094 -0.370 0.296 -0.270
C -2.501 1.006 -0.246 -0.116
H 2.424 1.053 -0.723 0.075
H 2.246 0.815 1.016 0.074
H 3.723 0.252 0.202 0.067
H 2.248 -1.369 -1.152 0.108
H 2.328 -1.738 0.559 0.107
H -2.308 -0.417 1.371 0.108
H -2.706 -1.150 -0.174 0.108
H -2.418 1.041 -1.336 0.074
H -3.536 1.229 0.029 0.068
H -1.859 1.791 0.165 0.074

Record 4
16
Properties=species:S:1:pos:R:3:lowdin_charge:R:1 method="wB97M-V/def2-TZVPD" e_homo_ha=-0.3016 e_tot_ha=-234.45356 total_charge=0 de_lowest_kcal_mol=93.47
C 0.960 0.546 -1.529 -0.073
C 0.777 -0.210 -0.223 -0.334
C 0.377 0.605 1.032 -0.127
C -0.846 -0.298 1.290 -0.167
C -1.837 -0.646 -0.341 0.069
C -0.499 -1.086 -0.067 -0.332
H 1.800 1.248 -1.458 0.078
H 1.164 -0.144 -2.357 0.079
H 0.062 1.123 -1.782 0.071
H 1.668 -0.814 -0.016 0.132
H 1.112 0.586 1.842 0.108
H 0.106 1.646 0.830 0.113
H -0.848 -0.972 2.145 0.124
H -1.795 0.391 -0.735 0.029
H -1.850 0.183 1.299 0.105
H -0.352 -2.158 0.070 0.121

Record 5
16
Properties=species:S:1:pos:R:3:lowdin_charge:R:1 method="wB97M-V/def2-TZVPD" e_homo_ha=-0.3151 e_tot_ha=-234.56328 total_charge=0 smiles="CC1=CCCC1" de_lowest_kcal_mol=24.62
C -1.014 0.005 1.766 -0.063
C -0.781 0.245 0.316 -0.330
C -0.913 -0.681 -0.641 -0.080
C 0.252 -0.565 -1.614 -0.176
C 1.270 0.011 -0.598 -0.195
C 0.409 1.138 -0.006 -0.160
H -1.775 -0.755 1.967 0.079
H -0.018 -0.404 2.057 0.094
H -1.184 0.901 2.369 0.075
H -1.492 -1.594 -0.532 0.106
H 0.540 -1.515 -2.071 0.101
H 0.062 0.139 -2.443 0.108
H 1.362 -0.703 0.255 0.117
H 2.276 0.238 -0.952 0.100
H 0.181 1.911 -0.756 0.115
H 0.825 1.628 0.883 0.110

Record 6
16
Properties=species:S:1:pos:R:3:lowdin_charge:R:1 method="wB97M-V/def2-TZVPD" e_homo_ha=-0.2979 e_tot_ha=-234.44680 total_charge=0 de_lowest_kcal_mol=97.71
C -0.337 0.570 1.647 -0.080
C -1.032 0.498 0.300 -0.253
C -0.315 0.526 -1.520 0.025
C 1.156 0.186 -1.147 -0.206
C 0.735 -1.160 -0.517 -0.158
C -0.702 -0.659 -0.661 -0.328
H -0.697 1.434 2.214 0.078
H 0.749 0.667 1.547 0.070
H -0.536 -0.335 2.233 0.085
H -2.121 0.570 0.373 0.132
H -0.808 1.446 -0.314 0.107
H 1.722 0.095 -2.081 0.103
H 1.693 0.899 -0.512 0.101
H 1.092 -1.411 0.489 0.094
H 0.945 -2.006 -1.176 0.103
H -1.545 -1.318 -0.874 0.126

Record 7
16
Properties=species:S:1:pos:R:3:lowdin_charge:R:1 method="wB97M-V/def2-TZVPD" e_homo_ha=-0.3221 e_tot_ha=-234.60045 total_charge=0 smiles="CC1=CCCC1" de_lowest_kcal_mol=1.29
C -1.533 -1.229 1.048 -0.060
C -0.566 -0.369 0.287 -0.302
C -0.439 -0.349 -1.042 -0.074
C 0.645 0.601 -1.495 -0.194
C 1.473 0.751 -0.207 -0.201
C 0.417 0.621 0.901 -0.158
H -2.125 -0.664 1.778 0.076
H -2.228 -1.720 0.358 0.074
H -1.009 -2.019 1.603 0.079
H -1.052 -0.931 -1.726 0.107
H 1.223 0.233 -2.349 0.102
H 0.209 1.568 -1.791 0.110
H 2.167 -0.096 -0.135 0.112
H 2.056 1.676 -0.150 0.104
H -0.080 1.594 1.049 0.117
H 0.841 0.331 1.869 0.109

Record 8
16
Properties=species:S:1:pos:R:3:lowdin_charge:R:1 method="wB97M-V/def2-TZVPD" e_homo_ha=-0.3010 e_tot_ha=-234.45240 total_charge=0 de_lowest_kcal_mol=94.20
C -0.601 -0.791 2.232 -0.160
C -0.598 0.154 1.104 -0.011
C 0.735 0.383 0.511 -0.243
C 0.741 0.559 -0.999 -0.314
C 0.037 -0.495 -1.807 -0.130
C -0.544 0.888 -1.701 -0.139
H -1.305 -0.509 3.021 0.072
H -1.089 -1.652 1.733 0.102
H 0.359 -1.142 2.645 0.070
H -1.408 1.016 -1.057 0.077
H 0.941 1.363 0.996 0.147
H 1.548 -0.293 0.836 0.112
H 1.662 0.963 -1.415 0.129
H -0.448 -1.296 -1.251 0.097
H 0.467 -0.808 -2.754 0.095
H -0.509 1.522 -2.580 0.096

Record 9
16
Properties=species:S:1:pos:R:3:lowdin_charge:R:1 method="wB97M-V/def2-TZVPD" e_homo_ha=-0.2813 e_tot_ha=-234.46609 total_charge=0 de_lowest_kcal_mol=85.61
C 2.236 0.062 0.004 -0.055
C 0.743 0.116 0.063 -0.301
C -0.036 1.212 0.114 -0.105
C -1.468 0.884 0.176 -0.129
C -1.510 -0.632 0.355 -0.217
C -0.087 -1.142 0.032 -0.154
H 2.573 -0.470 -0.897 0.084
H 2.679 1.063 -0.006 0.076
H 2.647 -0.487 0.859 0.081
H 0.346 2.226 0.114 0.107
H -2.294 1.473 -0.364 0.004
H -2.043 1.155 -1.360 0.165
H -1.757 -0.903 1.393 0.111
H -2.284 -1.052 -0.283 0.099
H -0.017 -1.619 -0.958 0.120
H 0.272 -1.885 0.758 0.115

Record 10
16
Properties=species:S:1:pos:R:3:lowdin_charge:R:1 method="wB97M-V/def2-TZVPD" e_homo_ha="-0.2819 / -0.2427" e_tot_ha=-234.37967 total_charge=0 de_lowest_kcal_mol=139.83
C 0.930 -0.396 -1.404 -0.110
C 0.415 -0.638 -0.040 -0.256
C 1.268 -0.360 1.134 -0.110
C -2.287 -0.042 0.279 -0.002
C -1.382 0.972 0.165 -0.270
C -0.428 1.801 0.043 0.011
H 1.743 -1.134 -1.532 0.094
H 1.333 0.612 -1.499 0.072
H 0.179 -0.589 -2.171 0.083
H -0.288 -1.459 0.065 0.088
H 0.744 -0.526 2.076 0.083
H 2.087 -1.098 1.066 0.094
H 1.679 0.648 1.092 0.072
H -2.887 -0.340 -0.578 0.062
H -2.659 -0.337 1.258 0.063
H -0.447 2.886 0.046 0.024

Record 11
16
Properties=species:S:1:pos:R:3:lowdin_charge:R:1 method="wB97M-V/def2-TZVPD" e_homo_ha=-0.3368 e_tot_ha=-234.47511 total_charge=0 smiles="C=C=C1C[C@@H]1C.[H][H]" de_lowest_kcal_mol=79.94
C -2.170 1.328 -1.121 -0.019
C -1.195 0.782 -0.439 -0.080
C -0.182 0.281 0.184 -0.222
C 0.438 -0.508 1.268 -0.283
C 1.290 0.162 0.204 -0.093
C 0.335 -2.018 1.293 -0.069
H -2.645 0.805 -1.948 0.055
H -2.527 2.329 -0.894 0.055
H 0.453 1.783 -2.263 0.029
H 0.454 -0.028 2.247 0.136
H 1.749 -0.478 -0.548 0.107
H 1.871 1.042 0.469 0.104
H 1.192 1.739 -2.341 0.047
H 0.232 -2.413 0.276 0.083
H 1.235 -2.454 1.740 0.076
H -0.530 -2.353 1.873 0.075

Record 12
16
Properties=species:S:1:pos:R:3:lowdin_charge:R:1 method="wB97M-V/def2-TZVPD" e_homo_ha=-0.3124 e_tot_ha=-234.54948 total_charge=0 smiles="CC1=CCCC1" de_lowest_kcal_mol=33.28
C 1.944 -0.008 0.373 -0.058
C 0.751 0.018 -0.523 -0.324
C 0.019 1.114 -0.751 -0.077
C -1.440 0.780 -0.473 -0.170
C -1.179 -0.372 0.534 -0.187
C -0.175 -1.173 -0.306 -0.158
H 2.538 0.905 0.361 0.081
H 1.429 -0.102 1.342 0.083
H 2.545 -0.906 0.237 0.075
H 0.396 2.131 -0.694 0.105
H -2.028 1.621 -0.094 0.101
H -1.965 0.422 -1.372 0.105
H -0.521 -0.011 1.333 0.098
H -2.024 -0.849 1.026 0.102
H -0.592 -1.584 -1.238 0.115
H 0.303 -1.986 0.247 0.108

Record 13
16
Properties=species:S:1:pos:R:3:lowdin_charge:R:1 method="wB97M-V/def2-TZVPD" e_homo_ha=-0.2790 e_tot_ha=-234.45189 total_charge=0 de_lowest_kcal_mol=94.52
C -0.710 1.133 -0.029 -0.336
C 0.496 1.462 -0.636 -0.003
C 1.368 -0.891 -0.567 -0.024
C 0.246 -1.565 -0.257 -0.245
C -0.755 -1.078 0.520 -0.149
C -0.725 0.246 1.187 -0.217
H -1.207 0.203 -0.718 0.177
H -1.548 1.833 -0.066 0.124
H 1.399 1.540 -0.051 0.049
H 0.505 1.963 -1.597 0.064
H 2.002 -0.383 0.133 0.054
H 1.934 -1.197 -1.444 0.064
H 0.092 -2.438 -0.889 0.106
H -1.595 -1.717 0.780 0.107
H 0.136 0.415 1.840 0.115
H -1.625 0.382 1.797 0.113

Record 14
16
Properties=species:S:1:pos:R:3:lowdin_charge:R:1 method="wB97M-V/def2-TZVPD" e_homo_ha=-0.3210 e_tot_ha=-234.43837 total_charge=0 de_lowest_kcal_mol=103.00
C -2.991 -0.303 -0.327 -0.210
C -1.652 -0.274 0.375 -0.207
C -0.650 0.639 -0.190 -0.130
C 0.697 0.647 0.476 -0.248
C 1.803 -0.462 0.066 -0.161
C 3.116 -0.231 -0.356 -0.049
H -3.081 -1.447 -0.843 0.110
H -3.899 -0.057 0.540 0.112
H -3.103 0.707 -1.212 0.143
H -1.623 -0.794 1.329 0.088
H -0.678 1.169 -1.224 0.123
H 0.450 0.537 1.497 0.068
H 1.113 1.728 0.328 0.128
H 1.498 -1.499 0.210 0.073
H 3.537 0.776 -0.699 0.059
H 3.844 -1.220 -0.193 0.100

Record 15
16
Properties=species:S:1:pos:R:3:lowdin_charge:R:1 method="wB97M-V/def2-TZVPD" e_homo_ha=-0.3496 e_tot_ha=-234.44803 total_charge=0 smiles="C=CCC1CC1" de_lowest_kcal_mol=96.94
C -2.354 -0.384 -1.808 -0.009
C -1.440 -0.579 -0.886 -0.279
C -0.660 0.341 -0.067 -0.237
C 0.865 0.122 -0.134 -0.268
C 1.323 -0.481 1.227 -0.221
C 1.845 0.846 0.829 -0.176
H -2.714 -1.171 -2.321 0.001
H -2.718 0.824 -1.875 0.139
H -1.212 -1.657 -0.539 0.138
H -0.653 0.149 1.199 0.154
H -0.968 1.558 -0.261 0.166
H 1.313 -0.353 -1.092 0.159
H 0.627 -0.419 2.091 0.088
H 2.116 -1.308 1.425 0.124
H 2.970 0.978 0.544 0.126
H 1.661 1.532 1.669 0.097

Record 16
16
Properties=species:S:1:pos:R:3:lowdin_charge:R:1 method="wB97M-V/def2-TZVPD" e_homo_ha=-0.3324 e_tot_ha=-234.58730 total_charge=0 smiles="C[C@@H]1C=CCC1" de_lowest_kcal_mol=9.55
C 1.915 -0.382 0.410 -0.063
C 0.705 0.120 -0.452 -0.339
C -0.467 -0.935 -0.533 -0.156
C -1.729 -0.267 0.023 -0.190
C -1.259 1.121 0.436 -0.100
C 0.004 1.361 0.089 -0.089
H 1.931 0.164 1.365 0.072
H 2.872 -0.230 -0.109 0.068
H 1.776 -1.451 0.618 0.061
H 1.088 0.341 -1.458 0.121
H -0.636 -1.182 -1.583 0.101
H -0.143 -1.875 -0.052 0.101
H -2.195 -0.798 0.864 0.101
H -2.529 -0.179 -0.739 0.109
H -1.885 1.825 0.987 0.098
H 0.487 2.337 0.164 0.105

Record 17
16
Properties=species:S:1:pos:R:3:lowdin_charge:R:1 method="wB97M-V/def2-TZVPD" s_squared=0.758 e_homo_ha="-0.5325 / -0.5253" spin_multiplicity=2 e_tot_ha=-234.22173 total_charge=+1 de_lowest_kcal_mol=27.71
C -1.447 0.932 1.387 0.007
C -0.757 0.656 0.085 -0.193
C -0.193 1.693 -0.662 0.262
C -0.431 -0.777 -0.211 -0.128
C 1.067 -0.865 -0.022 -0.160
C 1.837 -1.713 -0.730 0.091
H -2.452 0.491 1.358 0.127
H -0.991 0.547 2.304 0.126
H -1.516 2.011 1.500 0.092
H -0.439 2.707 -0.383 0.108
H 0.712 1.481 -1.217 0.112
H -0.622 -1.319 -1.136 0.145
H -0.881 -1.312 0.639 0.134
H 1.543 -0.280 0.759 0.118
H 1.318 -2.347 -1.440 0.079
H 2.879 -1.898 -0.529 0.081

Record 18
16
Properties=species:S:1:pos:R:3:lowdin_charge:R:1 method="wB97M-V/def2-TZVPD" s_squared=0.782 e_homo_ha="-0.5509 / -0.5638" spin_multiplicity=2 e_tot_ha=-234.21687 total_charge=+1 de_lowest_kcal_mol=30.75
C 1.853 -1.303 0.708 -0.041
C 0.585 -0.449 0.883 -0.219
C 0.059 -0.078 2.096 0.209
C -1.633 0.987 -2.123 -0.071
C -0.875 0.928 -0.789 -0.058
C 0.023 -0.045 -0.491 -0.026
H 2.171 -1.028 -0.398 0.115
H 1.677 -2.382 0.767 0.094
H 2.727 -1.049 1.439 0.132
H 0.653 -0.209 2.981 0.102
H -0.929 0.411 2.029 0.099
H -2.615 0.360 -2.076 0.138
H -1.869 2.058 -2.280 0.080
H -0.911 0.744 -3.025 0.129
H -1.333 1.608 0.134 0.184
H 0.359 -0.758 -1.275 0.133

Record 19
23
Properties=species:S:1:pos:R:3:lowdin_charge:R:1 method="wB97M-V/def2-TZVPD" e_homo_ha=-0.4839 e_tot_ha=-5701.03851 total_charge=+1 smiles=C[C@H](Br)[C@@H](Br)c1nn[nH][n+]1[C@@H](C)F
C -1.779 -1.710 1.265 -0.149
C -1.495 -1.134 -0.270 -0.689
Br -2.762 -2.205 -1.458 0.626
C 0.013 -1.504 -0.793 -0.618
Br 0.181 -1.466 -2.826 0.652
C 1.229 -0.678 -0.072 -0.034
N 2.584 -1.324 0.264 0.126
N 3.341 -0.313 0.852 0.082
N 2.653 0.917 0.937 0.082
N 1.372 0.749 0.403 0.021
C 0.301 1.814 0.342 -0.189
C -0.242 2.160 -1.175 -0.033
F -0.817 1.563 1.327 -0.061
H -0.832 -1.672 1.959 0.091
H -2.136 -2.840 1.118 0.081
H -2.706 -1.128 1.679 0.101
H -1.817 -0.018 -0.419 0.083
H 0.183 -2.653 -0.516 0.140
H 3.111 1.758 1.360 0.211
H 0.813 2.819 0.732 0.178
H 0.014 1.340 -1.970 0.053
H 0.210 3.178 -1.605 0.118
H -1.420 2.350 -1.134 0.125

Record 20
30
Properties=species:S:1:pos:R:3:lowdin_charge:R:1 method="wB97M-V/def2-TZVPD" e_homo_ha=-0.2328 e_tot_ha=-5470.37376 total_charge=-1
C -3.055 3.708 -3.182 -0.143
C -2.359 2.402 -2.950 -0.795
Cl -0.631 2.432 -3.132 0.698
C -2.937 1.262 -2.587 -0.758
Cl -4.669 1.304 -2.286 0.612
Si -2.242 -0.425 -2.173 0.491
F -0.875 -0.676 -2.977 -0.176
C -1.965 -0.575 -0.335 -0.308
C -0.542 -0.984 0.084 -0.787
C -0.435 -2.399 0.643 -0.150
Br 0.185 0.287 1.384 0.698
H -3.559 4.029 -2.268 0.079
H -3.817 3.597 -3.955 0.078
H -2.347 4.475 -3.483 0.062
H -3.213 -1.405 -2.697 0.001
H -2.239 0.381 0.114 0.051
H -2.681 -1.308 0.052 0.076
H 0.162 -0.881 -0.737 0.061
H 0.549 -2.824 0.452 0.060
H -1.197 -3.038 0.186 0.073
H -0.579 -2.414 1.724 0.071
N 3.479 -0.604 3.198 -0.321
S 4.613 0.156 4.009 0.477
O 5.499 0.919 3.188 -0.298
O 5.153 -0.574 5.112 -0.295
F 3.649 1.224 4.671 -0.196
S 3.851 -1.824 2.287 0.457
O 2.717 -2.195 1.502 -0.324
O 4.613 -2.852 2.926 -0.296
F 4.870 -1.199 1.233 -0.197